17
Properties=species:S:1:pos:R:3:mulliken_charge:R:1 method="wB97M-V/def2-TZVPD" e_homo_ev=-9.38 charge=0 energy_ha=-3007.71293 e_above_lowest_kj_mol=15.07 lumo_ev=0.35
C 0.16542 0.76909 -1.69257 -0.588
C -0.91056 -0.03168 1.00910 -0.581
C -0.06224 -0.53495 -0.19001 0.030
N 0.81097 1.96639 -1.35848 -0.449
N -1.16223 -1.05204 2.02487 -0.578
N 1.35245 -0.78424 0.24232 1.047
O 1.91730 -1.81766 0.03561 -0.598
O 1.93097 0.13082 0.76165 -0.625
Br -0.80551 -2.17754 -0.81004 -0.032
H 0.59188 0.26922 -2.51734 0.404
H -0.97040 0.88423 -1.84947 0.308
H -0.62508 0.94890 1.55800 0.271
H -1.94893 0.25469 0.60431 0.295
H 0.31652 2.56428 -0.77210 0.267
H 1.75121 1.87907 -0.96507 0.273
H -0.35387 -1.70253 2.08720 0.274
H -1.99789 -1.56606 1.83202 0.281